(1)
The following is a quantum chemistry calculation of one molecule with the formula CH6OP2S in a non-equilibrium geometry, from the Open Molecules 2025 dataset.

The geometry in ORCA input format:
```
! wB97M-V def2-TZVPD RIJCOSX def2/J DEFGRID3
* xyz 0 1
S 3.060 0.441 0.002
P -0.104 1.898 -0.393
P 1.158 0.282 0.325
O -1.581 1.628 0.286
C 0.344 -1.156 -0.532
H -2.279 2.262 -0.064
H 0.553 2.843 0.608
H 0.893 -0.004 1.782
H 1.028 -1.956 -0.394
H 0.215 -0.926 -1.529
H -0.767 -1.156 -0.286
*
```

## Properties
Energy: -32594.315 eV
Orbital gap: 0.327 hartree

=====

(2)
The following is a quantum chemistry calculation of a 3-piece molecular cluster, CH6OS overall in a non-equilibrium geometry, from the Open Molecules 2025 dataset.

The geometry in ORCA input format:
```
! wB97M-V def2-TZVPD RIJCOSX def2/J DEFGRID3
* xyz 0 1
S -0.428 -0.392 -0.004
O 1.794 0.677 1.707
C -1.225 0.019 -1.530
H 1.887 0.949 0.788
H 1.017 0.175 1.634
H -2.201 0.384 -1.315
H -1.338 -0.918 -2.165
H -0.698 0.767 -2.060
H 1.174 -0.606 -1.296
*
```

## Properties
Energy: -14013.831 eV
Orbital gap: 0.289 hartree

=====

(3)
The following is a quantum chemistry calculation of a 2-piece molecular cluster, CH6OS overall in a non-equilibrium geometry, from the Open Molecules 2025 dataset.

The geometry in ORCA input format:
```
! wB97M-V def2-TZVPD RIJCOSX def2/J DEFGRID3
* xyz 0 1
S -0.255 -0.997 -1.276
O 1.264 1.854 -0.310
C -0.516 -0.935 0.459
H -0.362 -1.982 0.770
H 1.811 2.663 -0.423
H -1.548 -0.640 0.713
H 0.846 1.957 0.575
H 0.182 -0.295 1.025
H -1.422 -1.625 -1.532
*
```

## Properties
Energy: -14016.560 eV
Orbital gap: 0.343 hartree

=====

(4)
The following is a quantum chemistry calculation of a 2-piece molecular cluster, CH6OS2 overall in a non-equilibrium geometry, from the Open Molecules 2025 dataset.

The geometry in ORCA input format:
```
! wB97M-V def2-TZVPD RIJCOSX def2/J DEFGRID3
* xyz 0 1
S 1.470 -1.742 -0.695
S 2.678 -2.062 0.909
O -2.460 0.872 -0.013
C -1.090 1.486 0.094
H -2.254 0.056 -0.468
H -1.142 2.013 1.026
H -0.173 0.910 -0.001
H 2.921 -3.375 0.680
H 1.151 -0.376 -0.708
H -1.101 2.219 -0.824
*
```

## Properties
Energy: -24850.619 eV
Orbital gap: 0.323 hartree

=====

(5)
The following is a quantum chemistry calculation of a 2-piece molecular cluster, CH6OSi overall in a non-equilibrium geometry, from the Open Molecules 2025 dataset.

The geometry in ORCA input format:
```
! wB97M-V def2-TZVPD RIJCOSX def2/J DEFGRID3
* xyz 0 1
Si 1.410 0.060 -0.012
O -0.079 0.691 -0.005
C -1.324 0.091 -0.172
H 1.964 1.523 0.223
H -1.648 -0.626 1.148
H -2.167 0.780 -0.307
H 1.159 -0.894 1.051
H 1.857 -0.691 -1.248
H -1.172 -0.934 -0.678
*
```

## Properties
Energy: -11056.954 eV
Orbital gap: 0.381 hartree

=====

(6)
The following is a quantum chemistry calculation of one molecule with the formula CH6P2S in a non-equilibrium geometry, from the Open Molecules 2025 dataset.

The geometry in ORCA input format:
```
! wB97M-V def2-TZVPD RIJCOSX def2/J DEFGRID3
* xyz 0 1
S -2.995 -0.027 -1.074
P -1.462 -1.364 -0.583
P 0.068 0.551 0.232
C 1.590 -0.318 0.582
H -0.211 0.625 1.634
H -3.203 0.227 -2.350
H 2.169 -0.291 -0.404
H 2.324 -0.003 1.361
H 0.411 1.968 -0.049
H 1.308 -1.367 0.650
*
```

## Properties
Energy: -30544.661 eV
Orbital gap: 0.252 hartree

=====

(7)
The following is a quantum chemistry calculation of CH6P2S as an isolated structure in a non-equilibrium geometry, from the Open Molecules 2025 dataset.

The geometry in ORCA input format:
```
! wB97M-V def2-TZVPD RIJCOSX def2/J DEFGRID3
* xyz 0 1
S 0.828 2.347 -0.468
P -1.411 0.661 -0.958
P -0.760 -1.233 -0.640
C 0.491 -1.406 0.827
H -1.991 1.227 0.239
H 0.160 3.606 -0.526
H 0.819 -0.329 0.917
H 0.190 -1.967 1.706
H 0.421 -0.895 -1.414
H 1.252 -2.009 0.317
*
```

## Properties
Energy: -30544.518 eV
Orbital gap: 0.271 hartree

=====

(8)
The following is a quantum chemistry calculation of a 2-piece molecular cluster, CH6S3 overall in a non-equilibrium geometry, from the Open Molecules 2025 dataset.

The geometry in ORCA input format:
```
! wB97M-V def2-TZVPD RIJCOSX def2/J DEFGRID3
* xyz 0 1
S 1.979 2.112 -0.239
S -1.229 -2.652 1.462
S 0.132 3.065 -0.358
C -0.829 -1.428 0.142
H -0.748 -3.745 0.812
H 0.233 -1.523 -0.062
H 0.601 4.207 0.063
H -1.029 -0.410 0.463
H -1.414 -1.632 -0.748
H 2.305 2.006 -1.534
*
```

## Properties
Energy: -33639.609 eV
Orbital gap: 0.337 hartree

=====

(9)
The following is a quantum chemistry calculation of a 2-piece molecular cluster, CH6S3 overall, from the Open Molecules 2025 dataset.

The geometry in ORCA input format:
```
! wB97M-V def2-TZVPD RIJCOSX def2/J DEFGRID3
* xyz 1 2
S 2.912 0.373 0.420
S -2.007 -0.581 -0.388
S -0.884 1.045 -0.151
C -0.889 -1.959 -0.120
H 2.123 1.427 0.176
H 0.104 -1.650 -0.431
H -0.950 -2.320 0.904
H -1.212 -2.792 -0.749
H 3.273 0.353 -0.869
H -0.409 0.836 1.098
*
```

## Properties
Energy: -33631.095 eV
Orbital gap (spin up / spin down): 0.319 / 0.172 hartree

=====

(10)
The following is a quantum chemistry calculation of one molecule with the formula CH7ISi2 in a non-equilibrium geometry, from the Open Molecules 2025 dataset.

The geometry in ORCA input format:
```
! wB97M-V def2-TZVPD RIJCOSX def2/J DEFGRID3
* xyz 0 1
I 0.755 2.820 -2.261
Si -0.030 -1.774 0.258
Si 0.569 1.627 -0.070
C -0.650 0.009 -0.132
H -1.101 -2.752 0.254
H 0.182 -1.959 1.755
H 1.898 1.230 0.257
H -1.373 0.135 0.639
H -1.204 0.196 -1.029
H 0.008 2.666 1.020
H 0.947 -2.199 -0.692
*
```

## Properties
Energy: -25006.122 eV
Orbital gap: 0.373 hartree

=====

> Which of these has the lowest energy?

number 8

=====

> Which value of energy does entry 8 give?

-33639.609 eV

=====

> Look up the energy of the tenth one.

-25006.122 eV